62
Properties=species:S:1:pos:R:3 method="wB97M-V/def2-TZVPD" spin_multiplicity=1 gap_ev=10.35 e_homo_ev=-10.2 de_lowest_kj_mol=61.93
C -0.673 1.453 -0.169
C 0.149 0.495 -0.998
C -0.446 -0.861 -1.345
O 0.004 -1.095 -2.679
C 0.513 0.053 -3.187
O 0.963 0.148 -4.275
O 0.401 1.042 -2.290
H -1.648 1.682 -0.609
H -0.204 2.443 -0.204
H -0.787 1.212 0.885
H 1.112 0.367 -0.494
H -1.539 -0.826 -1.322
H -0.108 -1.665 -0.691
C 0.611 0.320 3.957
C 0.609 -1.168 3.742
C -0.765 -1.781 3.417
O -0.436 -2.769 2.438
C 0.794 -2.564 1.953
O 1.300 -3.174 1.067
O 1.371 -1.501 2.560
H 1.479 0.792 3.488
H 0.691 0.504 5.027
H -0.216 0.852 3.486
H 1.061 -1.744 4.553
H -1.455 -1.033 3.034
H -1.106 -2.282 4.320
Br 2.366 5.134 -4.528
C 0.566 4.344 -4.616
C 0.012 4.340 -3.221
Br -1.780 3.507 -3.270
H 0.662 3.336 -5.006
H -0.038 4.979 -5.255
H -0.134 5.335 -2.811
H 0.629 3.784 -2.520
Br -0.977 3.770 3.319
C -1.617 5.342 2.413
C -2.323 5.064 1.114
Br -4.239 4.699 1.407
H -0.779 6.030 2.330
H -2.325 5.806 3.096
H -1.872 4.237 0.566
H -2.299 5.901 0.420
Br 5.031 -3.522 2.579
C 4.229 -2.952 0.863
C 4.042 -1.463 0.943
Br 3.492 -0.633 -0.725
H 3.273 -3.455 0.745
H 4.955 -3.306 0.140
H 4.960 -0.986 1.282
H 3.283 -1.205 1.677
C -2.727 -4.392 0.651
O -1.693 -4.588 -0.276
C -1.803 -3.960 -1.431
O -2.708 -3.232 -1.744
O -0.760 -4.262 -2.176
C -0.566 -3.511 -3.357
H -3.680 -4.333 0.127
H -2.620 -3.516 1.295
H -2.783 -5.185 1.397
H -1.397 -3.648 -4.049
H 0.322 -3.913 -3.843
H -0.378 -2.448 -3.202

---

56
Properties=species:S:1:pos:R:3 method="wB97M-V/def2-TZVPD" spin_multiplicity=1 gap_ev="3.65 / 4.25" charge=-1 e_homo_ev="-1.3 / -1.9" de_lowest_kj_mol=481.30
O 0.351 -1.031 -3.726
C -0.333 -0.157 -4.267
C -0.037 1.278 -4.430
C 0.314 2.080 -3.339
H 0.254 1.699 -2.322
C 0.679 3.402 -3.545
H 0.966 4.022 -2.700
C 0.634 3.953 -4.830
H 0.937 4.985 -5.005
C 0.125 3.193 -5.891
H -0.003 3.642 -6.877
C -0.281 1.883 -5.665
H -0.851 1.323 -6.401
H -1.404 -0.393 -4.483
C -3.117 -1.111 -1.577
C -2.730 0.058 -0.720
H -3.731 -0.704 -2.391
H -3.645 -1.956 -1.152
H -2.184 -1.414 -2.072
C -2.847 1.313 -1.223
C -4.136 2.073 -1.008
H -2.070 1.745 -1.891
H -4.706 2.246 -1.937
H -3.971 3.038 -0.513
H -4.724 1.442 -0.319
Cd -1.348 0.142 0.832
Cl 0.034 2.140 0.416
Cl -3.560 -0.105 1.921
H 4.420 1.248 -2.744
H 4.522 1.553 -0.251
C 3.335 1.376 -2.608
C 3.440 1.382 -0.125
N 2.900 0.798 -1.346
H 2.805 0.876 -3.426
C 2.169 -0.333 -1.301
O 1.821 -0.910 -0.257
H 3.252 0.694 0.711
H 1.826 -0.662 -2.297
H 3.105 2.449 -2.631
H 2.942 2.345 0.078
H 0.620 -5.491 0.489
H 1.808 -4.904 -1.572
C -0.225 -4.852 0.211
C 0.979 -4.256 -1.884
N 0.217 -3.823 -0.714
H -0.636 -4.366 1.098
C -0.215 -2.570 -0.555
O -0.813 -2.152 0.465
H 1.364 -3.376 -2.401
H -0.013 -1.915 -1.415
H -1.000 -5.482 -0.247
H 0.351 -4.830 -2.579
N 0.325 -0.506 2.341
H 0.644 0.169 3.030
H 1.114 -0.731 1.724
H 0.007 -1.337 2.838

---

60
Properties=species:S:1:pos:R:3 method="wB97M-V/def2-TZVPD" spin_multiplicity=1 gap_ev=7.70 e_homo_ev=-8.6 de_lowest_kj_mol=0.00
C 1.672 1.345 -3.403
C 1.572 0.637 -2.048
C 0.896 1.520 -0.993
I -1.244 1.575 -1.228
C 1.244 1.289 0.454
C 1.091 -0.016 1.094
P 0.312 -1.394 0.105
O 1.473 -2.561 0.274
O -0.732 -1.937 1.233
C 1.472 -0.201 2.396
Cl 1.402 -1.693 3.244
C 1.998 0.887 3.150
N 2.421 0.867 4.411
S 2.886 2.359 4.747
N 2.592 3.097 3.358
C 2.096 2.169 2.540
C 1.703 2.343 1.187
I 1.896 4.301 0.456
H 2.423 0.870 -4.033
H 0.710 1.341 -3.916
H 1.965 2.392 -3.283
H 1.017 -0.287 -2.199
H 2.573 0.376 -1.690
H 1.192 2.536 -1.234
H 2.053 -2.545 -0.496
H -1.060 -2.797 0.942
C -1.724 3.284 -8.696
C -1.078 1.936 -8.391
C -1.293 1.458 -6.949
O -0.487 2.109 -5.986
C -0.984 3.345 -5.509
N 0.339 1.993 -8.760
H -1.158 4.108 -8.262
H -1.757 3.446 -9.772
H -2.745 3.330 -8.312
H -1.554 1.191 -9.036
H -1.012 0.403 -6.895
H -2.351 1.529 -6.666
H -2.076 3.337 -5.441
H -0.662 4.180 -6.136
H -0.577 3.495 -4.508
H 0.751 1.070 -8.667
H 0.820 2.560 -8.067
C -0.915 -2.031 6.361
C -0.973 -3.507 5.983
C -1.845 -4.351 6.922
O -1.253 -4.651 8.170
C -1.384 -3.652 9.162
N 0.393 -4.028 5.872
H -0.272 -1.857 7.224
H -0.507 -1.451 5.534
H -1.910 -1.643 6.589
H -1.431 -3.573 4.991
H -2.020 -5.320 6.446
H -2.826 -3.880 7.073
H -2.348 -3.140 9.086
H -0.580 -2.915 9.108
H -1.328 -4.147 10.132
H 0.360 -4.981 5.520
H 0.765 -4.119 6.814

---

64
Properties=species:S:1:pos:R:3 method="wB97M-V/def2-TZVPD" spin_multiplicity=1 gap_ev=6.09 charge=-1 e_homo_ev=-4.5
C 0.905 2.862 -0.130
C 1.058 2.847 1.075
N 1.283 3.034 2.459
C 2.483 2.329 2.966
C 2.709 0.850 2.426
O 2.990 0.016 3.598
C 4.030 0.700 1.506
N 5.238 0.382 2.301
C 0.078 2.814 3.291
Cl -1.279 3.799 2.482
C -0.454 1.325 3.339
C -1.869 1.141 4.016
C -2.247 -0.426 3.902
C -3.468 -0.700 2.929
C -3.375 0.018 1.529
O -2.750 -0.833 0.527
C -2.216 0.057 -0.481
C 0.190 3.370 4.783
O -0.318 4.481 5.034
O 0.773 2.661 5.754
H 0.715 2.788 -1.223
H 2.565 2.304 4.091
H 3.382 2.936 2.611
H 1.815 0.378 1.930
H 2.338 0.202 4.299
H 4.158 1.569 0.804
H 3.821 -0.213 0.862
H 5.230 -0.610 2.551
H 5.311 0.966 3.137
H -0.381 0.840 2.309
H 0.282 0.743 3.983
H -2.704 1.704 3.518
H -1.748 1.450 5.099
H -2.600 -0.710 4.947
H -1.310 -0.998 3.624
H -4.428 -0.479 3.483
H -3.479 -1.822 2.733
H -2.844 1.011 1.538
H -4.441 0.208 1.165
H -2.923 0.922 -0.692
H -1.223 0.463 -0.115
H -2.006 -0.480 -1.457
C 2.105 -2.958 -2.563
C 0.618 -2.681 -2.692
O 0.419 -1.427 -2.036
S 1.740 -0.514 -2.224
O 1.516 0.376 -3.317
O 2.166 -0.071 -0.942
O 2.737 -1.687 -2.725
H 2.352 -3.338 -1.569
H 2.460 -3.659 -3.317
H 0.009 -3.457 -2.231
H 0.327 -2.565 -3.737
C -2.593 -1.188 -6.942
C -1.173 -1.293 -7.467
O -0.540 -2.256 -6.624
S -1.635 -3.349 -6.152
O -1.530 -4.487 -7.001
O -1.591 -3.440 -4.732
O -2.957 -2.522 -6.576
H -2.638 -0.565 -6.046
H -3.282 -0.797 -7.690
H -0.644 -0.342 -7.429
H -1.157 -1.677 -8.491